(1)
Below is the molecule C4H9NO2, with properties calculated with ωB97M-V/def2-TZVPD.

SMILES: C[C@@H](O)CNC=O
E_HOMO (eV): -9.964
LUMO energy (eV): 0.80

```
16
Properties=species:S:1:pos:R:3:forces:R:3:lowdin_charge:R:1
C 0.84047 -1.57220 -1.14713 -0.010 -2.119 0.068 -0.0436
C -0.20272 -0.87000 -0.28209 0.399 1.579 -0.753 -0.4336
O -0.75715 -1.81472 0.58306 -0.742 -1.542 -0.977 -0.0269
C 0.41576 0.32586 0.46450 0.061 -0.242 0.375 -0.1450
N -0.60057 1.29148 0.88603 -0.089 0.126 -0.588 0.0166
C -0.60451 2.58096 0.37734 0.800 -1.188 0.223 -0.3431
O 0.32698 3.01922 -0.24643 0.104 0.602 -0.165 0.0296
H 1.06541 -2.48039 -0.56669 0.714 0.465 0.185 0.0839
H 1.74772 -1.05249 -1.43309 -0.022 0.377 0.321 0.0753
H 0.50857 -2.10766 -2.04834 -0.643 0.821 -0.050 0.0794
H -1.01423 -0.45924 -0.91901 0.271 -0.189 0.204 0.1456
H -0.83803 -1.63535 1.50146 0.227 0.895 0.957 0.0778
H 0.89977 -0.05246 1.37381 0.127 -0.064 -0.154 0.1299
H 1.18712 0.81238 -0.12799 -0.235 0.163 -0.065 0.1154
H -1.49847 0.84717 0.92243 -0.563 0.210 0.437 0.1142
H -1.47612 3.16744 0.66213 -0.397 0.107 -0.019 0.1244
```
Positions in Å, forces in eV/Å.

***

(2)
Below is the molecule C4H9NO2, with properties calculated with ωB97M-V/def2-TZVPD.

SMILES: [NH3+][C@]1([O-])CCCO1
E_HOMO (eV): -8.815
LUMO energy (eV): 0.74

```
16
Properties=species:S:1:pos:R:3:forces:R:3:lowdin_charge:R:1
N -1.47393 -0.51603 -1.40639 -0.159 -0.298 -0.197 0.1933
C -0.37075 0.64342 -0.65472 0.871 -0.451 -0.024 -0.6496
O -0.30500 1.65314 -1.34247 0.238 -0.267 0.081 0.0042
C 0.93812 -0.34388 -0.41482 -0.025 0.558 0.012 -0.0933
C 1.01791 -0.39259 1.11181 0.036 0.086 0.135 -0.1721
C 0.12052 0.77892 1.50432 0.199 0.068 0.382 -0.2056
O -0.99007 0.67752 0.63012 0.073 0.095 -0.061 -0.0780
H -0.75384 -1.22376 -1.34997 -0.761 -0.600 -0.477 0.0778
H -1.66149 -0.20566 -2.35464 0.022 -0.099 0.139 0.1221
H -2.31248 -0.73592 -0.88087 0.104 0.009 -0.039 0.1168
H 1.76258 0.19229 -0.88285 0.087 0.085 0.185 0.1076
H 1.01280 -1.38436 -0.80843 -0.617 0.693 -0.137 0.1047
H 0.58001 -1.32053 1.50203 0.088 0.150 -0.106 0.1107
H 2.03517 -0.30721 1.50313 -0.109 0.038 -0.035 0.1104
H -0.23554 0.75477 2.53292 -0.009 -0.019 -0.046 0.1221
H 0.63599 1.72989 1.31083 -0.038 -0.048 0.189 0.1290
```
Positions in Å, forces in eV/Å.

***

(3)
Below is a cluster of 2 separate species, C4H9NO2 in total, with properties calculated with ωB97M-V/def2-TZVPD.

E_HOMO (eV): -9.412
LUMO energy (eV): 0.82

```
16
Properties=species:S:1:pos:R:3:forces:R:3:lowdin_charge:R:1
C 1.61758 1.65928 0.93398 0.250 0.148 0.178 -0.1144
O 0.47488 1.20221 0.25940 -0.043 0.008 -0.040 -0.1987
C 0.75236 0.12804 -0.58545 -0.040 -0.221 -0.125 -0.2945
C -0.47884 -0.43196 -1.22212 0.193 0.268 -0.170 0.0622
N -1.42070 -0.61386 0.63944 -0.124 -0.267 -0.095 0.0912
C -1.97991 -1.69781 0.22163 0.045 0.047 -0.035 -0.4405
O -1.67352 -2.07871 -0.94051 -0.088 -0.014 0.189 -0.0600
H 2.06800 0.86326 1.54752 -0.079 0.103 -0.086 0.0911
H 2.38336 2.03431 0.23679 -0.117 -0.047 0.089 0.0891
H 1.30157 2.47602 1.58662 0.079 -0.105 -0.088 0.0897
H 1.29836 -0.67375 -0.06267 -0.058 0.122 -0.047 0.1340
H 1.39646 0.46065 -1.42594 -0.094 -0.041 0.092 0.1381
H -0.20007 -1.11174 -2.02377 -0.069 0.044 0.185 0.0942
H -1.21769 0.29848 -1.53134 0.068 -0.091 0.076 0.1092
H -1.63009 -0.22779 1.55389 -0.002 -0.037 -0.099 0.0809
H -2.69176 -2.28664 0.81253 0.078 0.084 -0.025 0.1280
```
Positions in Å, forces in eV/Å.

***

(4)
Below is the molecule C4H9NO2, with properties calculated with ωB97M-V/def2-TZVPD.

SMILES: CN(C)[C@@]1(O)CO1
E_HOMO (eV): -8.648
LUMO energy (eV): 0.76

```
16
Properties=species:S:1:pos:R:3:forces:R:3:lowdin_charge:R:1
C -1.21576 1.04079 -0.12315 0.405 -0.422 -0.141 -0.0785
N -0.40474 -0.09785 0.25652 -0.066 -1.004 -0.114 -0.1903
C -1.09361 -1.37179 0.18753 0.033 0.180 -0.117 -0.0721
C 0.96642 -0.11250 -0.19191 -1.749 2.374 0.563 -0.7059
O 1.24444 0.30595 -1.48745 1.330 -0.454 -0.725 0.0697
C 1.86586 0.39083 0.84905 0.696 -1.609 -0.599 0.0916
O 1.78460 -1.09059 0.24365 0.467 1.429 0.775 0.0508
H -1.61222 0.94612 -1.14445 -0.094 0.073 -0.069 0.0822
H -0.61762 1.94857 -0.07315 -0.044 0.116 0.118 0.0925
H -2.05975 1.10609 0.56422 0.014 0.127 -0.040 0.0873
H -1.92822 -1.36066 0.88950 -0.119 0.003 -0.114 0.0846
H -1.46033 -1.58330 -0.82468 -0.153 -0.190 0.001 0.0859
H -0.41678 -2.16119 0.50445 0.054 -0.045 -0.083 0.0851
H 0.63726 0.69544 -2.12002 -0.777 -0.188 0.860 0.1020
H 2.72363 0.99599 0.57719 0.234 -0.535 -0.145 0.1065
H 1.58682 0.34809 1.89272 -0.232 0.143 -0.171 0.1086
```
Positions in Å, forces in eV/Å.

***

(5)
Below is the molecule C4H9NO2, with properties calculated with ωB97M-V/def2-TZVPD.

SMILES: CCCOC(N)=O
E_HOMO (eV): -10.406
LUMO energy (eV): 0.92

```
16
Properties=species:S:1:pos:R:3:forces:R:3:lowdin_charge:R:1
C -2.43442 -0.15065 -0.50196 -0.090 -0.033 -0.003 -0.1152
C -1.25993 0.80227 -0.29534 0.010 0.067 -0.016 -0.2251
C -0.19406 0.21184 0.62841 -0.201 -0.071 0.109 -0.1744
O 1.10406 0.44863 0.06866 0.156 -0.049 -0.049 -0.0108
C 1.99470 -0.55952 0.18708 0.015 -0.233 0.097 -0.6233
N 3.17660 -0.20579 -0.39132 0.056 -0.007 -0.069 0.1728
O 1.78746 -1.61843 0.73955 0.059 0.365 -0.171 0.0756
H -2.89942 -0.43290 0.44952 0.075 0.066 -0.112 0.0760
H -3.20536 0.30983 -1.12486 0.047 -0.053 0.056 0.0689
H -2.10792 -1.07166 -0.99586 -0.019 0.102 0.069 0.0770
H -0.78662 1.02429 -1.25758 -0.061 -0.060 0.100 0.1113
H -1.62189 1.75874 0.09787 0.080 -0.115 -0.040 0.1060
H -0.21229 0.67294 1.62042 -0.029 -0.085 -0.076 0.1305
H -0.31897 -0.86672 0.74901 -0.028 0.134 -0.015 0.1150
H 3.84424 -0.94604 -0.52463 -0.054 0.090 0.011 0.1096
H 3.20282 0.59042 -1.00750 -0.015 -0.118 0.108 0.1060
```
Positions in Å, forces in eV/Å.

***

(6)
Below is the molecule C4H9NO2, with properties calculated with ωB97M-V/def2-TZVPD.

SMILES: [H]/N=C\[C@H](C)C(O)O
E_HOMO (eV): -9.203
LUMO energy (eV): 0.62

```
16
Properties=species:S:1:pos:R:3:forces:R:3:lowdin_charge:R:1
H 1.99057 -0.87432 -0.27261 -0.558 -0.197 0.519 0.0464
N 1.43031 -1.20118 -1.06062 -0.601 1.057 -1.359 0.0650
C 0.45820 -0.38348 -1.35369 3.061 0.994 0.457 -0.2505
C -0.13166 0.63868 -0.35613 0.227 -0.411 0.456 -0.2794
C 0.79926 1.29736 0.64690 0.063 -0.015 -0.298 -0.0500
C -1.06462 -0.41837 0.22807 0.605 -0.704 -3.658 -0.5331
O -2.25157 0.04767 0.70157 -0.142 -0.247 0.339 0.0731
O -0.48331 -1.33657 1.04695 1.289 -0.579 0.477 0.0133
H 0.16391 -0.26409 -2.39758 -0.568 -0.683 0.151 0.1215
H -0.74315 1.36985 -0.88678 0.021 -0.041 -0.039 0.1459
H 1.35820 0.56189 1.22487 -0.010 -0.025 0.015 0.0707
H 1.51286 1.94119 0.13260 -0.002 0.115 0.127 0.0819
H 0.21353 1.88418 1.35395 0.061 0.068 -0.027 0.0875
H -1.02671 -1.02435 -0.93795 -2.120 0.344 2.274 0.1771
H -2.55990 -0.57444 1.37750 -0.044 0.048 -0.211 0.1215
H 0.33406 -1.66404 0.55297 -1.281 0.275 0.776 0.1092
```
Positions in Å, forces in eV/Å.

***

(7)
Below is the molecule C4H9NO2, with properties calculated with ωB97M-V/def2-TZVPD.

SMILES: CC(C)CON=O
E_HOMO (eV): -10.078
LUMO energy (eV): 0.82

```
16
Properties=species:S:1:pos:R:3:forces:R:3:lowdin_charge:R:1
C -0.34684 1.33270 -0.38910 -5.967 -0.821 -4.433 -0.0884
C -0.85153 -0.00653 0.30051 0.156 2.760 3.219 -0.4367
C -1.19662 -1.11248 -0.62784 3.103 -0.105 -2.339 -0.0888
C 0.39299 -0.21627 1.15708 0.855 -1.178 -0.790 -0.1206
O 1.43719 -0.02368 0.08042 -2.144 -1.397 1.196 -0.2000
N 2.71392 -0.15708 0.35693 0.724 -0.411 0.281 -0.0754
O 3.27866 -0.21638 -0.67576 1.446 0.062 -0.196 0.0324
H -1.34383 1.92445 -0.64989 1.665 -1.159 -0.083 0.1081
H 0.09529 0.96143 -1.39770 -0.600 1.367 1.796 0.1080
H 0.15079 2.12152 0.06805 1.616 0.488 1.410 0.0439
H -1.71677 0.11111 1.07874 1.344 0.343 -1.405 0.1648
H -1.23639 -2.09115 -0.11878 0.026 0.403 -0.348 0.0831
H -2.09069 -0.93302 -1.21429 -0.162 0.043 0.092 0.0723
H -0.25317 -1.05465 -1.41049 -2.424 -0.907 1.624 0.1372
H 0.36728 -1.25430 1.60003 0.842 1.099 -0.280 0.1366
H 0.59972 0.61434 1.84208 -0.481 -0.588 0.257 0.1233
```
Positions in Å, forces in eV/Å.

***

(8)
Below is the molecule C4H9NO2, with properties calculated with ωB97M-V/def2-TZVPD.

SMILES: CN[C@@H](C=O)CO
E_HOMO (eV): -9.082
LUMO energy (eV): 0.83

```
16
Properties=species:S:1:pos:R:3:forces:R:3:lowdin_charge:R:1
C -0.84645 0.69969 1.51229 0.495 0.046 -1.229 -0.1172
N 0.48012 1.00647 0.88164 -0.831 -0.249 -0.357 -0.0762
C 0.76088 0.08033 -0.28056 -0.955 0.490 2.053 -0.2856
C 0.97497 -1.30662 0.25812 0.578 -1.063 -1.162 -0.2292
O 0.91537 -2.27097 -0.46610 -0.200 -0.130 0.496 0.0651
C -0.40655 0.15455 -1.27366 1.423 0.814 0.710 -0.2346
O 0.17741 -0.23682 -2.51240 -1.595 -0.364 0.149 -0.0413
H -1.09394 1.53176 2.15123 -0.017 0.034 0.548 0.0728
H -1.60291 0.71457 0.72417 -0.047 -0.124 0.325 0.0610
H -0.87730 -0.27280 2.04162 -0.093 0.402 -0.124 0.0851
H 1.09180 0.92847 1.68498 0.859 -0.154 -0.626 0.0877
H 1.61566 0.30001 -0.92888 0.270 0.546 0.699 0.1567
H 1.30131 -1.44826 1.31267 -0.201 0.334 -0.003 0.1280
H -0.69124 1.20354 -1.28419 -0.067 0.331 -0.291 0.1188
H -1.27444 -0.35682 -0.86555 -0.003 -0.844 -0.801 0.1136
H -0.52468 -0.72711 -2.95538 0.384 -0.071 -0.387 0.0953
```
Positions in Å, forces in eV/Å.

***

(9)
Below is a structure of composition C4H9NO2, with properties calculated with ωB97M-V/def2-TZVPD.

E_HOMO (eV): -9.675
LUMO energy (eV): -0.25

```
16
Properties=species:S:1:pos:R:3:forces:R:3:lowdin_charge:R:1
C 1.72804 -1.04134 1.63669 -0.174 0.070 -0.003 -0.1078
C 1.58817 -0.99241 0.13331 0.256 0.367 -0.006 -0.0528
N -0.42307 -0.76889 -0.48828 0.741 -0.032 -0.022 0.1868
C -0.74734 0.48463 -0.04929 0.436 -0.077 -0.003 -0.6629
O -0.07806 1.35860 0.46476 -0.265 -0.369 -0.151 0.0618
O -2.07975 0.64645 -0.37341 0.220 -0.121 0.055 -0.0841
C -2.32344 1.53013 -1.46416 0.004 0.156 -0.146 -0.0704
H 1.35681 -1.97613 2.07155 0.028 0.162 -0.170 0.0835
H 2.79536 -0.96677 1.89014 -0.170 0.018 -0.137 0.0897
H 1.21058 -0.19484 2.08986 0.081 -0.068 -0.025 0.0762
H 1.88729 -0.06418 -0.32990 -0.126 0.077 0.010 0.0939
H 1.99488 -1.86900 -0.38661 -0.462 0.218 -0.068 0.1084
H 0.29568 -1.38461 0.04206 -0.712 -0.336 0.455 0.0054
H -3.40781 1.60729 -1.57964 0.226 -0.038 0.096 0.0899
H -1.90171 2.52230 -1.27518 -0.029 -0.126 0.020 0.0895
H -1.89563 1.10877 -2.38190 -0.053 0.101 0.096 0.0930
```
Positions in Å, forces in eV/Å.

***

(10)
Below is the molecule C4H9NO2, with properties calculated with ωB97M-V/def2-TZVPD.

SMILES: CO[N+]([O-])=C(C)C
E_HOMO (spin up / spin down) (eV): -7.840 / -7.765
LUMO energy (spin up / spin down) (eV): 0.83 / 0.95

```
16
Properties=species:S:1:pos:R:3:forces:R:3:lowdin_charge:R:1
C -0.01619 1.01469 2.55988 3.215 1.956 0.300 -0.0994
O 0.18119 1.09556 1.16770 -1.588 -1.780 -1.947 -0.1561
N -0.44654 -0.07898 0.48296 0.810 -2.041 -4.194 -0.1737
O -1.30760 -0.77519 1.08090 1.562 1.332 -0.516 -0.0620
C 0.09176 -0.45206 -0.96998 -1.601 2.826 6.597 -0.1874
C 0.91104 0.69957 -1.53560 -1.325 -1.518 -1.099 -0.0670
C -0.51346 -1.71715 -1.47771 -0.484 1.604 -0.512 -0.0789
H -0.85174 0.43819 2.86568 -0.448 -0.895 0.172 0.0549
H -0.22004 2.09610 2.81306 0.408 -1.170 0.271 0.1017
H 1.06452 0.68251 2.89319 -2.473 0.427 0.446 0.1264
H 0.30293 0.97327 -2.50095 1.924 -0.133 1.342 0.1159
H 0.93472 1.53469 -0.83223 -0.163 -0.235 -0.318 0.0578
H 1.94804 0.29650 -1.63197 -0.650 0.710 -0.784 0.0855
H 0.06429 -1.89786 -2.41689 -0.098 -0.965 1.056 0.0905
H -0.60816 -2.41484 -0.59397 0.347 0.212 -1.530 0.0972
H -1.53474 -1.49500 -1.90407 0.564 -0.329 0.718 0.0946
```
Positions in Å, forces in eV/Å.

***

What did the eighth record say?
Below is the molecule C4H9NO2, with properties calculated with ωB97M-V/def2-TZVPD.

SMILES: CN[C@@H](C=O)CO
E_HOMO (eV): -9.082
LUMO energy (eV): 0.83

```
16
Properties=species:S:1:pos:R:3:forces:R:3:lowdin_charge:R:1
C -0.84645 0.69969 1.51229 0.495 0.046 -1.229 -0.1172
N 0.48012 1.00647 0.88164 -0.831 -0.249 -0.357 -0.0762
C 0.76088 0.08033 -0.28056 -0.955 0.490 2.053 -0.2856
C 0.97497 -1.30662 0.25812 0.578 -1.063 -1.162 -0.2292
O 0.91537 -2.27097 -0.46610 -0.200 -0.130 0.496 0.0651
C -0.40655 0.15455 -1.27366 1.423 0.814 0.710 -0.2346
O 0.17741 -0.23682 -2.51240 -1.595 -0.364 0.149 -0.0413
H -1.09394 1.53176 2.15123 -0.017 0.034 0.548 0.0728
H -1.60291 0.71457 0.72417 -0.047 -0.124 0.325 0.0610
H -0.87730 -0.27280 2.04162 -0.093 0.402 -0.124 0.0851
H 1.09180 0.92847 1.68498 0.859 -0.154 -0.626 0.0877
H 1.61566 0.30001 -0.92888 0.270 0.546 0.699 0.1567
H 1.30131 -1.44826 1.31267 -0.201 0.334 -0.003 0.1280
H -0.69124 1.20354 -1.28419 -0.067 0.331 -0.291 0.1188
H -1.27444 -0.35682 -0.86555 -0.003 -0.844 -0.801 0.1136
H -0.52468 -0.72711 -2.95538 0.384 -0.071 -0.387 0.0953
```
Positions in Å, forces in eV/Å.

***

Copy entry 10 word for word.
Below is the molecule C4H9NO2, with properties calculated with ωB97M-V/def2-TZVPD.

SMILES: CO[N+]([O-])=C(C)C
E_HOMO (spin up / spin down) (eV): -7.840 / -7.765
LUMO energy (spin up / spin down) (eV): 0.83 / 0.95

```
16
Properties=species:S:1:pos:R:3:forces:R:3:lowdin_charge:R:1
C -0.01619 1.01469 2.55988 3.215 1.956 0.300 -0.0994
O 0.18119 1.09556 1.16770 -1.588 -1.780 -1.947 -0.1561
N -0.44654 -0.07898 0.48296 0.810 -2.041 -4.194 -0.1737
O -1.30760 -0.77519 1.08090 1.562 1.332 -0.516 -0.0620
C 0.09176 -0.45206 -0.96998 -1.601 2.826 6.597 -0.1874
C 0.91104 0.69957 -1.53560 -1.325 -1.518 -1.099 -0.0670
C -0.51346 -1.71715 -1.47771 -0.484 1.604 -0.512 -0.0789
H -0.85174 0.43819 2.86568 -0.448 -0.895 0.172 0.0549
H -0.22004 2.09610 2.81306 0.408 -1.170 0.271 0.1017
H 1.06452 0.68251 2.89319 -2.473 0.427 0.446 0.1264
H 0.30293 0.97327 -2.50095 1.924 -0.133 1.342 0.1159
H 0.93472 1.53469 -0.83223 -0.163 -0.235 -0.318 0.0578
H 1.94804 0.29650 -1.63197 -0.650 0.710 -0.784 0.0855
H 0.06429 -1.89786 -2.41689 -0.098 -0.965 1.056 0.0905
H -0.60816 -2.41484 -0.59397 0.347 0.212 -1.530 0.0972
H -1.53474 -1.49500 -1.90407 0.564 -0.329 0.718 0.0946
```
Positions in Å, forces in eV/Å.